34
Properties=species:S:1:pos:R:3:forces:R:3:lowdin_charge:R:1 method="wB97M-V/def2-TZVPD" e_lumo_ev=2.1 energy_ev=-106272.0540 fmax_ev_per_a=9.1 total_charge=-1 spin_multiplicity=1
C -3.355833 -2.183070 -3.801782 0.882 0.472 -0.701 -0.161
C -1.949701 -1.334801 -3.517923 0.275 -1.287 0.793 -0.213
C -1.809842 -0.883017 -1.914267 -1.594 0.537 -0.753 -0.195
N -0.687666 -1.603381 -1.202346 -0.992 -0.028 0.302 -0.200
C -0.277985 -0.930925 0.087225 0.078 1.694 1.152 -0.148
C 0.399080 0.581163 -0.145939 1.934 5.312 -0.745 -0.421
O 1.745493 0.683353 -0.228694 -6.158 -1.211 0.643 -0.188
O -0.430086 1.809950 -0.210412 3.411 -6.853 0.474 -0.302
C -0.962363 -3.079702 -1.050895 -0.121 -0.399 -0.705 -0.171
C -1.310155 -3.582687 0.468198 5.885 -5.739 1.938 -0.613
O -0.470613 -4.513545 0.999075 -5.836 6.177 -3.211 -0.136
Br -2.858570 -3.014998 1.598374 1.177 -0.318 -1.231 0.620
H -3.131028 -3.010637 -4.614882 -0.618 1.583 1.703 0.070
H -4.113492 -1.425543 -4.273215 1.143 -1.617 1.100 0.068
H -3.772677 -2.671232 -2.822062 0.730 0.986 -1.959 0.062
H -1.899715 -0.428454 -4.256076 0.005 -1.690 1.594 0.102
H -1.011148 -2.047325 -3.708468 -2.039 1.624 0.191 0.108
H -2.836297 -1.129395 -1.357025 1.860 0.524 -1.168 0.119
H -1.726470 0.284376 -1.928109 0.461 -2.309 0.646 0.122
H 0.556568 -1.527105 0.698312 -1.972 1.029 -1.626 0.144
H -1.234333 -0.713023 0.767244 2.006 -0.566 -1.261 0.097
H -1.852510 -3.479441 -1.740189 1.735 1.208 1.513 0.130
H 0.000006 -3.662197 -1.452679 -2.098 0.985 1.596 0.151
C 3.258700 2.330444 3.011075 -0.765 -0.554 -0.132 -0.171
C 2.198918 3.166769 2.298936 0.308 -0.717 -0.922 -0.168
O 2.051193 4.339523 3.096184 1.075 0.457 1.303 -0.198
S 3.485534 4.694938 3.786671 -0.367 -0.202 -0.476 0.669
O 4.136200 5.704449 2.981284 -0.541 -1.002 1.354 -0.252
O 3.285626 4.832272 5.210602 0.334 0.229 -1.583 -0.256
O 4.217495 3.266556 3.500564 -0.179 1.320 0.093 -0.206
H 2.831785 1.800286 3.868527 0.008 0.021 -0.081 0.129
H 3.736146 1.611009 2.340454 0.013 0.307 0.088 0.137
H 1.245805 2.640619 2.206684 0.095 0.258 -0.008 0.133
H 2.541935 3.474769 1.305554 -0.133 -0.229 0.080 0.139

=====

32
Properties=species:S:1:pos:R:3:forces:R:3:lowdin_charge:R:1 method="wB97M-V/def2-TZVPD" e_lumo_ev="-17.8 / -19.2" energy_ev=-105087.5485 s_squared=8.818 fmax_ev_per_a=11.4 total_charge=+4 spin_multiplicity=6
Sc 0.015373 -0.359725 -4.052087 -4.770 -4.410 0.234 0.762
Fe -0.288104 1.982023 -0.820923 -2.713 4.364 1.533 0.537
Cl -1.756502 -1.125205 -5.288327 2.135 1.042 1.370 0.332
Cl -1.520100 3.636696 -1.465789 0.312 -0.782 0.076 0.499
C 0.902272 1.138379 -1.948646 9.122 -2.345 -2.614 -0.204
C 2.034058 -0.940922 -4.705462 6.890 -0.645 -0.843 0.072
C 0.539704 1.354110 -5.041747 3.136 9.982 -4.525 0.010
O 2.101948 1.002817 -2.066352 -7.023 0.735 0.754 0.183
O 3.179430 -0.972789 -4.798901 -4.955 -0.061 0.177 0.303
O 0.912720 2.392385 -5.439522 -2.317 -6.391 2.255 0.312
C -2.707772 0.741860 1.496567 -0.144 -0.602 -0.126 -0.096
C -1.257136 0.762619 1.990065 -0.906 1.708 -0.284 -0.330
P -0.037685 0.396882 0.683368 0.561 -3.670 3.463 0.911
C 1.600864 0.460845 1.526707 1.060 1.230 -1.041 -0.324
C 1.709706 -0.262693 2.861829 -0.698 -0.554 0.439 -0.058
C -0.243758 -1.375538 0.240243 -0.194 0.294 -1.480 -0.352
C -0.667610 -2.332191 1.350516 0.161 -0.062 0.889 -0.066
H -2.856986 1.463197 0.686662 -0.180 0.107 0.069 0.056
H -3.373112 1.005952 2.328572 0.102 -0.014 -0.245 0.122
H -3.020428 -0.253081 1.120617 0.163 0.483 0.262 0.097
H -0.995324 1.781296 2.343810 -0.112 -0.411 0.078 0.123
H -1.089404 0.083143 2.830333 0.326 -0.263 -0.238 0.116
H 2.322492 0.065159 0.795857 -0.048 0.115 0.152 0.100
H 1.811422 1.535971 1.635039 0.194 -0.196 0.189 0.106
H 1.693192 -1.351002 2.762503 0.043 0.241 -0.075 0.087
H 2.669766 -0.001176 3.316745 0.015 0.206 -0.160 0.129
H 0.917692 0.034379 3.553234 0.276 0.000 0.061 0.094
H -0.990951 -1.376299 -0.570955 -0.111 -0.282 0.118 0.080
H 0.706676 -1.693506 -0.213456 -0.023 0.064 0.149 0.099
H -1.590174 -2.026816 1.850557 0.083 -0.037 -0.135 0.092
H -0.841552 -3.322337 0.924237 0.016 0.103 -0.112 0.117
H 0.119289 -2.444442 2.114713 -0.401 0.051 -0.392 0.090

=====

31
Properties=species:S:1:pos:R:3:forces:R:3:lowdin_charge:R:1 method="wB97M-V/def2-TZVPD" e_lumo_ev="-7.8 / -10.7" energy_ev=-59468.4942 s_squared=6.019 fmax_ev_per_a=4.6 total_charge=+2 spin_multiplicity=5
O 1.798681 -1.872728 -1.711454 -0.027 0.259 -0.102 0.060
C 2.531679 -1.802665 -0.739229 0.191 -0.353 0.230 -0.083
C 2.352438 -0.753260 0.304576 0.926 -0.449 0.346 -0.096
O 1.318122 0.104339 -0.109917 -0.056 0.247 0.211 -0.216
C 1.073226 1.277852 0.671987 0.004 1.048 0.383 -0.105
C 0.136185 1.017909 1.823623 -0.875 -0.025 -0.238 -0.194
O 0.741483 0.147869 2.727675 0.371 -0.069 -0.158 -0.168
C -0.065429 -0.947147 3.094326 -0.335 -0.304 0.508 -0.076
H 3.304865 -0.209019 0.425778 -0.234 -0.061 -0.005 0.177
H 3.330371 -2.545498 -0.576069 -0.156 0.152 -0.144 0.173
H 2.136969 -1.247438 1.266845 -0.022 0.199 -0.190 0.162
H 0.623484 2.010258 -0.008563 0.204 -0.090 0.111 0.135
H 2.033878 1.676669 1.024529 -0.211 -0.135 -0.063 0.161
H -0.108280 1.987354 2.295856 0.008 -0.298 -0.124 0.157
H -0.832599 0.566101 1.441229 0.844 0.502 0.291 0.123
H 0.538852 -1.612907 3.720066 -0.192 0.200 -0.130 0.111
H -0.948640 -0.613191 3.663842 0.246 -0.184 -0.139 0.111
H -0.396097 -1.498420 2.198923 0.009 -0.019 0.116 0.079
O 0.451273 0.737789 -3.230454 -2.488 2.448 0.170 0.007
C -0.492334 1.653977 -3.190512 3.432 -1.076 -2.801 -0.078
C -1.457889 1.678714 -2.249369 -1.369 -0.853 3.204 0.069
O -1.314345 0.726308 -1.225530 0.061 1.797 -1.912 -0.148
C -2.450563 -0.001058 -0.827065 -1.397 -0.076 1.181 -0.091
C -2.008374 -1.384517 -0.466412 -0.161 -1.032 -1.480 -0.078
O -0.938383 -1.824331 -0.876773 -0.731 0.543 0.698 0.058
Co 0.326325 -0.418574 -1.692825 1.114 -2.061 -0.196 0.877
H -0.526669 2.404707 -3.991907 0.171 -0.246 0.207 0.172
H -2.248516 2.416116 -2.132909 -0.003 -0.215 -0.200 0.177
H -3.197990 -0.075596 -1.635491 0.177 -0.095 0.206 0.179
H -2.942794 0.461473 0.044750 0.145 0.042 -0.279 0.168
H -2.768932 -2.061086 -0.039526 0.353 0.203 0.300 0.177

=====

41
Properties=species:S:1:pos:R:3:forces:R:3:lowdin_charge:R:1 method="wB97M-V/def2-TZVPD" e_lumo_ev="2.6 / 2.6" energy_ev=-119038.3002 s_squared=0.753 fmax_ev_per_a=8.6 total_charge=-1 spin_multiplicity=2
Cu 0.119215 -0.824794 -0.585599 3.224 -0.689 1.608 0.320
C 4.462467 -1.922086 0.059112 -0.116 -0.018 0.056 -0.049
C 3.009588 -2.258103 0.259986 -0.656 0.516 -0.599 -0.593
O 2.799406 -3.265255 1.216097 0.062 -0.221 0.521 -0.033
P 2.143199 -2.868532 -1.251163 0.173 -1.732 -0.934 0.481
O 2.431586 -2.023938 -2.556025 0.062 -0.108 0.305 -0.109
O 2.958186 -4.229656 -1.548981 0.406 0.472 0.245 -0.115
O 0.714266 -3.157843 -0.997026 0.700 -0.268 0.138 -0.240
P 1.948009 -0.815570 0.600392 5.089 0.622 2.373 0.286
O 2.636803 0.070059 1.728014 0.095 -0.403 -0.228 -0.102
O 1.827747 -0.056694 -0.677773 1.175 0.857 -0.733 -0.227
O 0.643633 -1.346433 1.043348 -0.513 -1.709 4.031 -0.299
H 5.002173 -2.790558 -0.311776 0.111 -0.007 -0.028 0.084
H 4.883689 -1.592351 1.006089 0.099 -0.002 0.058 0.086
H 4.515849 -1.104339 -0.656401 0.195 0.004 -0.104 0.090
H 1.844922 -3.248900 1.391076 0.008 -0.188 0.104 0.090
H 1.603395 -1.524109 -2.740144 -0.077 0.283 -0.151 0.051
H 2.342300 -4.836057 -1.961263 -0.198 -0.345 -0.143 0.075
H 2.005105 0.823622 1.753370 -0.020 0.456 0.305 0.039
O -0.836338 0.735718 -1.294729 -0.422 1.683 -0.821 -0.344
S -1.284110 -0.540472 -1.902419 -5.704 2.240 -6.076 0.242
O -2.398045 -0.398448 -2.797119 -0.067 -0.111 -0.007 -0.284
O -0.081292 -1.112759 -2.539873 0.232 -0.441 -1.939 -0.319
O -1.569364 -1.382103 -0.725614 -3.012 -2.050 0.943 -0.293
C -1.458512 1.479691 3.068743 0.330 -0.631 -0.896 -0.176
S -0.814884 0.969704 1.356041 -2.241 1.446 2.064 0.994
O 0.486342 1.671446 1.337399 1.060 0.519 -0.271 -0.497
C -2.053730 2.010734 0.551351 -0.071 -0.065 0.007 -0.391
C -3.350450 1.527334 0.562481 0.174 -0.005 0.125 -0.094
C -4.353857 2.236192 -0.068345 -0.092 0.078 -0.015 -0.079
C -4.046973 3.406619 -0.746116 -0.038 0.004 -0.040 -0.094
C -2.735316 3.857219 -0.797426 -0.087 0.102 0.092 -0.077
C -1.736284 3.168210 -0.131652 0.248 -0.074 0.192 -0.070
H -1.357589 2.554562 3.172593 0.039 0.124 -0.212 0.051
H -0.859295 0.978513 3.820806 0.133 -0.184 0.006 0.040
H -2.493745 1.175988 3.138502 -0.233 -0.045 0.118 0.033
H -3.551202 0.583263 1.043217 -0.157 -0.200 0.057 0.115
H -5.370735 1.867425 -0.038815 -0.012 -0.009 -0.061 0.101
H -4.830645 3.956454 -1.248267 -0.023 0.027 -0.071 0.094
H -2.492452 4.748068 -1.363193 0.016 0.004 0.026 0.100
H -0.703063 3.478179 -0.168899 0.108 0.066 -0.047 0.114